A 2-piece molecular cluster, C10H22N3 overall at a distorted geometry. Source: the Open Molecules 2025 dataset; level of theory: the ωB97M-V functional and the def2-TZVPD basis.

Each atom is followed by the atoms it is bonded to, with distances in Å.
Element x y z (Å)
1 C -0.70075 2.11706 1.92893  C2 1.553, C3 1.497, H14 1.062, H15 1.075
2 C 0.48703 2.73695 1.14278  C1 1.553, C4 1.535, H16 1.149, H17 1.115
3 C -1.80015 1.55702 1.08139  C1 1.497, C5 1.614, H18 1.145, H19 1.145
4 C 0.35870 2.61370 -0.38223  C2 1.535, C6 1.540, H20 1.068, H21 1.082
5 C -1.52098 0.39486 -0.00312  C3 1.614, C9 1.566, H22 1.035, H23 1.077
6 C 0.95726 1.25386 -0.78617  C4 1.540, N11 1.430, H24 1.108, H25 1.074
7 C 2.01488 -0.61348 0.44350  N11 1.424, H26 1.158, H27 1.096, H34 1.072
8 C -0.44649 -2.80535 -2.42988  N12 1.358, N13 1.264, H28 1.136
9 C -0.25103 -0.43458 0.38603  C5 1.566, C10 1.483, N11 1.265
10 C -0.17741 -1.49575 1.41866  C9 1.483, H29 1.058, H30 1.068, H31 1.143
11 N 0.84537 0.09225 0.04031  C6 1.430, C7 1.424, C9 1.265
12 N -0.21324 -4.02834 -2.97203  C8 1.358, H32 1.001, H33 0.962
13 N -0.44678 -2.38234 -1.23836  C8 1.264, H35 1.038
14 H -0.13954 1.37792 2.44537  C1 1.062
15 H -1.10348 2.83380 2.62089  C1 1.075
16 H 0.83309 3.79805 1.41606  C2 1.149
17 H 1.51012 2.32577 1.30622  C2 1.115
18 H -2.41165 1.05925 1.91206  C3 1.145
19 H -2.30266 2.37117 0.45227  C3 1.145
20 H -0.63055 2.65261 -0.78232  C4 1.068
21 H 0.96594 3.33551 -0.91207  C4 1.082
22 H -2.42162 -0.11512 -0.00521  C5 1.035
23 H -1.32499 0.68642 -1.02117  C5 1.077
24 H 0.73131 0.99768 -1.84061  C6 1.108
25 H 1.99256 1.52017 -0.68064  C6 1.074
26 H 2.90598 0.12629 0.43024  C7 1.158
27 H 1.89416 -0.87314 1.50123  C7 1.096
28 H -0.77457 -2.03059 -3.19350  C8 1.136
29 H 0.23940 -1.15141 2.32831  C10 1.058
30 H 0.30135 -2.41568 1.16235  C10 1.068
31 H -1.27055 -1.82915 1.44111  C10 1.143
32 H -0.11090 -4.19698 -3.95368  N12 1.001
33 H 0.00963 -4.81978 -2.47188  N12 0.962
34 H 2.21678 -1.47371 -0.16260  C7 1.072
35 H -0.21621 -3.18495 -0.62225  N13 1.038

* net charge: +1
* 2S+1: 1
* calculated total energy: -558.1877 Ha
* HOMO-LUMO gap: 10.307 eV
* ΔE to the lowest compared entry with this formula, charge and spin: 62.9 kcal/mol
* HOMO: -0.477 hartree